Density functional theory data (wB97M-V/def2-TZVPD) for C4H6N2O in the gas phase in a non-equilibrium geometry.

Calculated values
SMILES: Nc1c[nH]c(O)c1
Relative energy (zero: lowest compared OMol25 entry of this formula, charge and spin), kcal per mole: 45.01
Total energy, a.u.: -340.72318
HOMO-LUMO gap, hartree: 0.30295

XYZ file:
```
13
Properties=species:S:1:pos:R:3:mulliken_charge:R:1
H -0.87 -1.75 1.51 0.342
C -0.86 0.62 -0.62 -1.023
H -2.14 -1.12 -0.57 0.238
N 1.23 1.87 -0.22 -0.578
H 0.66 2.61 0.17 0.242
C 0.95 -0.62 -0.02 -0.785
N -1.22 -0.71 -0.57 -0.049
H 2.07 1.79 0.33 0.248
C 0.48 0.69 -0.30 1.033
O -0.53 -2.38 0.84 -0.516
C -0.17 -1.42 -0.08 0.114
H 1.92 -0.90 0.37 0.345
H -1.58 1.39 -0.83 0.388
```

=====

Density functional theory data (wB97M-V/def2-TZVPD) for C5H12N2O in the gas phase.

Calculated values
SMILES: C/N=C(/C)[C@H](N)CO
Relative energy (zero: lowest compared OMol25 entry of this formula, charge and spin), kcal per mole: 49.25
Total energy, a.u.: -382.42405
HOMO-LUMO gap, hartree: 0.36523

XYZ file:
```
20
Properties=species:S:1:pos:R:3:mulliken_charge:R:1
C 1.04 -0.30 1.33 -0.719
H -1.42 2.56 -0.39 0.313
H 2.34 0.72 -0.82 0.295
O 2.29 -0.89 1.06 -0.570
N -1.50 -0.47 -0.58 -0.554
C 0.59 0.70 0.20 0.122
H 0.12 -1.90 -0.64 0.204
H 1.18 0.24 2.26 0.339
H 0.74 1.71 0.58 0.426
C -0.91 -1.71 -0.98 -0.802
H -1.61 2.00 1.27 0.327
H 2.21 -1.44 0.27 0.347
N 1.36 0.62 -1.03 -0.670
H 0.27 -1.07 1.49 0.329
H -1.55 -2.51 -0.59 0.284
C -1.74 1.72 0.23 -1.332
H 1.21 -0.26 -1.51 0.263
H -0.94 -1.76 -2.07 0.294
C -0.90 0.53 -0.10 0.706
H -2.79 1.51 0.03 0.398
```

=====

Density functional theory data (wB97M-V/def2-TZVPD) for 3 unconnected molecules or ions with the total composition C3H10O3 in a non-equilibrium geometry.

Calculated values
SMILES: C/C=C/O.O.O
Relative energy (zero: lowest compared OMol25 entry of this formula, charge and spin), kcal per mole: 23.38
Total energy, a.u.: -345.97720
HOMO-LUMO gap, hartree: 0.36694

XYZ file:
```
16
Properties=species:S:1:pos:R:3:mulliken_charge:R:1
H -1.00 0.43 -1.38 0.275
C 0.35 1.46 1.35 0.083
O 4.56 0.18 0.81 -0.658
C -0.49 1.68 0.36 -0.077
H -4.50 -5.42 -1.78 0.321
C -0.26 1.14 -1.02 -0.951
H 1.23 0.85 1.21 0.041
O -3.67 -5.01 -2.05 -0.642
O 0.33 1.91 2.64 -0.510
H -3.94 -4.49 -2.82 0.321
H 3.63 0.43 0.91 0.341
H 0.03 2.82 2.69 0.308
H 0.72 0.66 -1.01 0.263
H -0.13 1.94 -1.74 0.275
H -1.46 2.12 0.61 0.295
H 4.61 -0.70 1.22 0.316
```

=====

Density functional theory data (wB97M-V/def2-TZVPD) for 3 unconnected molecules or ions with the total composition C19H22Cl2FN2O5 in a non-equilibrium geometry.

Calculated values
Net charge: -1
Total energy, a.u.: -2242.97324
HOMO-LUMO gap, hartree: 0.14196

XYZ file:
```
51
Properties=species:S:1:pos:R:3:mulliken_charge:R:1
H 0.88 -1.21 2.09 -0.046
H 2.63 -1.23 4.17 0.487
H 0.05 1.24 2.32 0.091
H 2.37 0.05 1.48 0.358
Cl -0.96 -3.67 1.62 -0.274
H 0.16 1.00 4.04 0.385
H -1.15 2.12 0.89 0.433
H -2.65 -4.00 4.04 0.420
C 1.10 -0.50 2.88 1.220
O 2.24 0.28 2.41 -0.659
H 2.51 -1.27 -5.98 0.380
H 2.50 1.16 -5.49 0.412
C -2.42 1.32 -2.15 -0.622
N 1.61 0.43 -1.05 1.134
H -1.76 2.13 -4.02 0.477
H -2.85 0.68 -0.13 0.273
H -3.36 -2.38 4.10 0.318
C -2.88 -3.11 3.45 -1.543
C 1.88 -0.04 -2.41 0.109
C -1.77 -1.11 2.27 0.503
H -3.59 -3.38 2.68 0.384
C -2.25 1.32 -0.77 -0.161
C -1.47 -0.01 3.20 -0.617
C 2.11 -1.84 -3.95 -0.549
C -1.63 -2.50 2.86 0.780
H 1.18 -0.76 5.03 0.231
O -0.05 3.78 -4.40 -0.658
H -3.17 0.68 -2.60 0.423
O 1.58 1.63 -0.86 -0.644
O 1.01 4.47 -2.66 -0.622
C 2.34 -0.92 -4.97 -0.429
C 1.54 -1.25 4.13 -1.579
C 1.88 -1.40 -2.66 -0.339
H 1.71 -2.10 -1.86 0.487
H -1.12 -1.04 1.40 -0.227
C 2.10 0.89 -3.41 -0.257
C -0.04 0.49 3.10 -0.726
H 2.09 1.95 -3.18 0.527
F -1.61 -0.57 4.56 -0.407
H 0.27 3.57 -0.53 0.361
C -0.68 2.93 -2.35 0.092
C 2.33 0.44 -4.70 -0.665
H 2.12 -2.90 -4.16 0.385
H 1.26 -2.30 4.12 0.331
Cl -3.49 -0.93 1.47 -0.402
N 0.16 3.79 -3.20 1.118
C -1.28 2.13 -0.18 -0.474
C -0.49 2.94 -0.98 -0.197
H -0.87 -2.47 3.64 0.024
C -1.63 2.13 -2.95 -0.400
O 1.43 -0.41 -0.19 -0.646
```

=====

Density functional theory data (wB97M-V/def2-TZVPD) for C6H6O in the gas phase in a non-equilibrium geometry.

Calculated values
SMILES: O=C1[C@@H]2C=C[C@H]1C2
Relative energy (zero: lowest compared OMol25 entry of this formula, charge and spin), kcal per mole: 73.18
Total energy, a.u.: -307.34680
HOMO-LUMO gap, hartree: 0.37260

XYZ file:
```
13
Properties=species:S:1:pos:R:3:mulliken_charge:R:1
C -0.20 -0.77 -1.01 -0.298
H -1.60 -1.14 1.06 0.412
C 0.48 -0.42 1.18 -0.463
H -0.97 -0.90 -1.86 0.288
H 0.63 -0.83 2.14 0.456
H 2.16 0.83 0.72 0.386
O -1.63 1.90 0.19 -0.581
C 1.21 0.40 0.42 -0.573
C 0.42 0.57 -0.82 -0.215
C -0.86 -0.57 0.46 -0.481
H 0.59 1.47 -1.64 0.296
C -0.89 0.93 0.07 0.481
H 0.66 -1.48 -0.91 0.294
```

=====

Density functional theory data (wB97M-V/def2-TZVPD) for 4 unconnected molecules or ions with the total composition CH11NO3 in a non-equilibrium geometry.

Calculated values
SMILES: CN.O.O.O
Relative energy (zero: lowest compared OMol25 entry of this formula, charge and spin), kcal per mole: 30.74
Total energy, a.u.: -325.13101
HOMO-LUMO gap, hartree: 0.36326

XYZ file:
```
16
Properties=species:S:1:pos:R:3:mulliken_charge:R:1
H -0.20 -4.62 1.23 0.324
H 2.94 -0.02 1.27 0.320
H -0.56 -0.19 -1.22 0.273
O -0.99 3.71 0.74 -0.688
H 3.56 -1.25 1.96 0.320
H -0.17 1.76 -2.00 0.204
O -0.07 -5.46 0.77 -0.646
N -1.08 1.74 -1.57 -0.530
H -0.99 3.33 -0.15 0.380
O 3.48 -0.80 1.12 -0.640
C -1.29 0.50 -0.79 -0.643
H -2.25 0.00 -0.92 0.294
H -0.26 4.33 0.88 0.313
H 0.78 -5.77 0.48 0.322
H -1.88 2.08 -2.05 0.211
H -1.01 0.67 0.25 0.185
```